{
  "formula": "C28H80MgO13",
  "method": "ωB97M-V with the def2-TZVPD basis set",
  "relative_energy_ev": 0.722,
  "homo_energy_ha": -0.295,
  "e_tot_ha": -2292.97096,
  "homo_lumo_gap_ev": 7.82,
  "e_lumo_ev": -0.22,
  "species": ["H", "H", "H", "C", "H", "H", "C", "H", "O", "H", "H", "H", "H", "H", "C", "H", "C", "H", "O", "O", "H", "H", "H", "O", "H", "H", "O", "O", "H", "H", "C", "H", "H", "C", "H", "H", "C", "H", "H", "H", "H", "H", "C", "H", "C", "H", "H", "H", "H", "O", "H", "C", "C", "C", "H", "H", "H", "O", "O", "H", "H", "H", "H", "C", "H", "H", "H", "H", "H", "H", "C", "H", "H", "H", "H", "C", "H", "H", "Mg", "C", "H", "O", "C", "H", "C", "O", "H", "H", "H", "O", "H", "H", "C", "H", "H", "H", "H", "H", "H", "C", "H", "C", "H", "C", "H", "H", "C", "H", "H", "C", "O", "H", "C", "H", "C", "H", "H", "H", "H", "C", "H", "C"],
  "positions_angstrom": [[-2.04648, 0.16657, -3.10101], [-0.66323, -4.76727, -1.16938], [-4.88801, 2.48226, -0.15981], [-1.59460, 3.85981, -3.72718], [2.37252, -3.25702, -1.20899], [3.69365, -4.41578, -1.17248], [-2.34908, -3.44417, -1.57562], [4.01338, -2.91702, -2.91197], [0.61022, 3.44603, 1.55278], [5.34632, -0.47051, -1.33343], [1.76991, -0.74228, -0.68124], [2.06843, -4.92029, -1.74781], [3.84380, 4.78929, -0.50505], [-3.85720, 2.29836, -1.69209], [-1.18838, -3.82295, 2.28288], [-0.65835, 2.19998, -0.88363], [0.71624, -0.98800, -0.54889], [-3.19178, -3.99167, 3.12950], [3.51705, -4.76084, -3.86459], [3.53975, 4.50209, -2.57184], [-0.99999, 4.76821, -3.63055], [2.81212, -3.60673, 3.04157], [1.19940, 1.31864, 5.20744], [-0.46349, 0.27217, 4.52686], [0.59918, -4.60517, 3.15977], [4.88104, 2.58514, -1.29249], [-2.49374, 0.07974, 2.76789], [1.64498, -1.13056, 3.30953], [3.72107, -3.19243, 1.62963], [-3.51315, 5.54716, 0.62166], [-3.59218, 4.13690, -0.63323], [-0.55716, -5.08747, -3.65904], [-2.77378, -5.28003, 1.96682], [-0.47591, 5.31619, 2.58392], [-2.64518, -1.03125, -4.29221], [-3.15083, 2.14877, -0.10616], [-0.68974, 3.94809, 1.91361], [4.20193, -0.58138, -0.01950], [-2.71849, -2.76886, -2.34736], [-4.44332, -0.07719, 3.48443], [-0.65436, -4.11160, 1.37757], [-4.32200, 4.64678, -1.26210], [3.33951, 4.13575, -1.21686], [0.58942, -1.81783, 0.14637], [0.26031, 1.46674, 4.67426], [4.72238, -2.10015, -0.91212], [0.01403, 6.03479, 1.92690], [-2.71358, 1.00663, 2.64899], [0.44284, 2.63044, 1.07487], [-3.65736, 4.60034, 0.68749], [-3.20275, -3.58440, 1.50011], [-0.18975, 0.17882, -0.15409], [-3.93782, 2.65493, -0.66522], [-0.70971, 2.46885, 5.37991], [-1.02855, 3.18066, 2.60958], [-3.53706, 4.79639, -3.29812], [-3.18167, 4.75901, -4.95573], [0.03884, 0.61360, 1.17904], [6.64744, -0.03755, 0.83839], [0.29354, -1.33960, -1.49005], [-1.65908, 2.57592, 4.85520], [0.33890, -0.32831, -4.19526], [-0.56301, -1.27964, -5.31469], [2.81132, -2.94399, 2.17619], [0.57619, 1.90168, 3.72603], [2.30204, 4.28610, -0.91830], [-3.65449, 3.28289, -4.13311], [-3.53345, -1.53151, 3.26133], [-1.34211, 4.01299, 1.04281], [3.63086, -1.12707, 3.00704], [-0.47834, -4.74240, 3.25050], [-0.27056, 3.44483, 5.58657], [5.68960, -1.65331, 1.48804], [-3.73568, -1.31443, 0.81058], [-4.48898, 0.29888, 0.94637], [3.80852, 2.65629, -1.11159], [1.97158, -3.29674, 1.57744], [4.18840, -5.30559, -3.44728], [-0.39524, -0.56401, 2.71837], [-0.58251, -0.90251, -4.29220], [-1.21704, -0.15981, -0.28868], [-0.96477, -2.46458, 2.56866], [-1.03246, -4.10203, -1.94990], [-0.48748, -1.80391, -3.68677], [0.04355, 1.38736, -1.07092], [-0.97721, 3.16220, -4.80570], [-0.69671, -4.66819, 4.31581], [-2.70395, 0.71909, -5.67751], [-0.98045, 2.01546, 6.33345], [-1.32263, -4.75472, -3.18476], [2.45238, -3.05364, -3.62417], [1.03547, 1.79172, -0.86920], [2.80311, -4.11542, -1.72459], [-1.49129, 5.68221, 2.73601], [-2.58730, 4.24114, -1.04246], [7.02746, -0.04114, 1.71996], [3.27465, 2.10037, -1.88232], [-1.44391, 2.33532, -4.94741], [2.04598, -1.27290, 4.17008], [5.00214, -1.11921, -0.52793], [-0.68316, -0.02008, 5.41451], [-1.92791, -0.23125, -4.10887], [-2.20929, -2.83813, -0.68048], [2.73568, -1.45924, 2.48130], [2.69817, -0.86794, 1.56640], [-0.19006, -3.43346, -2.12735], [-4.35133, -0.66613, 1.43412], [3.60765, 2.17211, -0.15591], [-5.35440, -1.07539, 1.55431], [3.20874, -3.63007, -3.09151], [-1.97740, 0.83429, -5.06070], [-0.61093, -5.78872, 2.97527], [-3.03875, 4.17796, -4.04466], [2.86100, 4.05757, -3.08496], [-3.75019, -0.56758, 2.80092], [0.02262, 5.29497, 3.55299], [6.91351, -1.97963, 0.23022], [0.07385, 1.07827, -2.11574], [-1.59195, 3.18881, -2.86819], [-2.66572, -4.22141, 2.20291], [-3.07643, -4.24431, -1.43833], [6.10217, -1.31912, 0.53610]],
  "atomic_forces_ev_per_a": [[-0.18, 0.09, 0.00], [-0.33, -0.42, 0.09], [-0.11, -0.16, -0.40], [-0.16, -0.62, -1.22], [-0.12, -0.07, 0.44], [-0.03, -0.23, 0.08], [0.65, 0.19, 0.31], [0.56, -0.07, -0.51], [-0.13, 0.87, -0.24], [0.19, -0.18, -0.03], [0.01, 0.19, 0.09], [0.07, 0.00, -0.08], [0.67, 0.12, -0.54], [-0.48, -0.13, 0.03], [0.29, 0.86, 0.89], [-0.26, -0.12, -0.16], [-0.91, -0.06, -0.33], [0.28, -0.28, 0.46], [0.31, 0.01, -1.27], [0.18, 0.89, 0.13], [-0.08, -0.08, 0.59], [0.03, 0.35, 0.40], [-0.12, -0.10, 0.41], [0.43, -0.50, 0.20], [0.13, 0.28, 0.05], [-0.04, 0.08, -0.13], [-0.02, 0.76, 0.12], [-0.09, 0.33, 0.52], [0.10, 0.21, -0.14], [0.00, 0.17, 0.39], [-0.47, -1.07, -0.67], [0.29, 0.08, 0.34], [-0.16, 0.06, -0.11], [-1.26, -0.46, -0.42], [-0.48, 0.41, -0.05], [-0.02, -0.29, 0.15], [2.16, -0.02, 0.43], [-0.31, -0.27, -0.29], [0.16, -0.13, -0.22], [0.07, 0.40, 0.12], [-0.34, 0.20, -0.98], [0.10, 0.36, -0.10], [-0.05, -1.36, 0.28], [0.11, -0.01, 0.25], [-0.42, 2.60, 0.50], [-0.39, 0.19, -0.02], [0.18, -0.24, -0.07], [0.55, 0.35, -0.23], [0.16, -0.90, 0.05], [-0.08, 0.35, 0.40], [0.11, -0.24, -0.52], [1.02, 1.07, 1.00], [0.88, 0.47, 0.49], [0.74, -0.74, 0.25], [-0.96, 0.31, 0.23], [0.23, -0.04, 0.36], [0.39, -0.16, -0.27], [-0.27, -0.63, 0.26], [0.15, 0.57, -0.30], [0.38, -0.20, -0.34], [0.26, 0.06, -0.37], [-0.36, 0.49, 0.34], [0.01, 0.00, -0.18], [-0.06, -0.50, -0.30], [-0.33, -0.49, -0.50], [-0.34, -0.44, -0.14], [0.13, -0.22, -0.06], [-0.15, -0.22, -0.38], [-0.06, 0.08, 0.14], [0.31, -0.05, -0.08], [0.96, -0.67, 0.59], [0.03, -0.07, -0.16], [-0.33, -0.72, -0.21], [-0.13, 0.04, -0.13], [0.24, 0.12, 0.09], [-0.37, 0.67, 0.39], [-0.12, 0.29, -0.12], [0.05, 0.16, 0.20], [-0.51, -1.56, -1.45], [0.39, -0.95, -0.47], [-0.46, -0.18, 0.04], [-0.27, 0.15, -0.05], [0.13, 0.22, -0.94], [-0.09, 0.06, 0.31], [0.45, -0.51, 0.00], [0.48, 1.20, 0.10], [-0.44, 0.35, 0.03], [-0.07, -0.09, 0.03], [0.03, 0.11, 0.33], [-0.36, -0.50, -0.21], [-0.28, -0.32, 0.03], [0.17, -0.02, 0.14], [-0.56, 0.93, 0.38], [-0.07, 0.37, 0.30], [0.11, 0.32, -0.15], [0.04, -0.08, -0.04], [0.07, -0.16, -0.04], [-0.03, -0.34, 0.08], [-0.91, 0.09, 0.47], [0.93, -0.07, 1.00], [-0.28, -0.39, -0.13], [1.29, -0.29, 0.02], [-0.20, -0.19, 0.28], [0.98, -0.40, -0.90], [-0.35, -0.05, 0.04], [-0.17, 0.57, 0.16], [-0.39, -0.40, -0.10], [-0.13, 0.15, 0.16], [-0.04, -0.29, -0.24], [-0.09, -0.39, 0.72], [-0.92, -0.52, -0.15], [-0.31, -0.17, -0.09], [-0.83, 0.62, -0.10], [-0.05, -0.01, -0.08], [-0.08, -0.79, 0.50], [0.12, -0.26, -0.15], [-0.12, -0.25, -0.21], [-0.38, 0.22, -0.22], [0.36, 0.40, 0.55], [0.00, 0.84, -0.10], [-0.11, 0.20, 0.23], [-0.14, 0.85, 0.12]],
  "lowdin_charge": [0.104, 0.103, 0.078, -0.307, 0.051, 0.075, -0.064, 0.095, -0.111, 0.082, 0.074, 0.077, 0.108, 0.070, -0.582, 0.062, -0.049, 0.071, -0.068, -0.084, 0.118, 0.076, 0.123, -0.107, 0.048, 0.071, -0.112, -0.094, 0.065, 0.090, -0.351, 0.080, 0.076, -0.066, 0.115, 0.059, -0.282, 0.050, 0.063, 0.119, 0.104, 0.104, -0.303, 0.067, -0.253, 0.049, 0.075, 0.102, 0.009, -0.074, 0.047, -0.526, -0.069, -0.047, 0.084, 0.049, 0.077, -0.305, -0.089, 0.050, 0.074, 0.080, 0.080, -0.056, 0.110, 0.094, 0.069, 0.108, 0.086, 0.119, -0.084, 0.078, 0.090, 0.068, 0.058, -0.088, 0.065, 0.085, 0.678, -0.082, 0.116, -0.302, -0.321, 0.048, -0.045, -0.099, 0.076, 0.111, 0.070, -0.085, 0.113, 0.063, -0.100, 0.062, 0.094, 0.077, 0.061, -0.006, 0.114, -0.057, 0.134, -0.263, 0.058, -0.275, 0.097, 0.069, -0.055, 0.063, 0.085, -0.329, -0.085, 0.073, -0.093, 0.078, -0.285, 0.064, 0.107, 0.067, 0.077, -0.062, 0.085, -0.301]
}

=====

{
  "formula": "C2FLiNiO2",
  "method": "ωB97M-V with the def2-TZVPD basis set",
  "spin_multiplicity": 3,
  "relative_energy_ev": 0.047,
  "homo_energy_ha": [-0.261, -0.275],
  "e_tot_ha": -1842.31355,
  "homo_lumo_gap_ev": [6.52, 6.87],
  "e_lumo_ev": [-0.59, -0.61],
  "species": ["Ni", "C", "O", "C", "Li", "F", "O"],
  "positions_angstrom": [[-0.02499, -1.25510, 1.95342], [-0.20609, 0.38584, 0.44767], [0.23335, -1.04744, -1.40368], [0.00662, -0.84575, -0.11385], [0.42884, 0.56692, -2.20834], [0.00507, 1.53836, -0.37548], [-0.44281, 0.65717, 1.70027]],
  "atomic_forces_ev_per_a": [[0.03, -0.62, -1.02], [-0.35, 2.21, 2.22], [-0.25, 0.84, 1.76], [0.42, -2.03, -0.62], [-0.18, -0.19, 0.62], [-0.10, 0.02, -0.42], [0.43, -0.23, -2.54]],
  "lowdin_charge": [0.508, -0.508, -0.295, -0.332, 0.801, -0.072, -0.102]
}

=====

{
  "formula": "C4H11NO2",
  "method": "ωB97M-V with the def2-TZVPD basis set",
  "smiles": "CC(=O)O.CCN",
  "relative_energy_ev": 1.618,
  "homo_energy_ha": -0.357,
  "e_tot_ha": -364.20872,
  "homo_lumo_gap_ev": 10.62,
  "e_lumo_ev": 0.90,
  "species": ["C", "H", "O", "H", "H", "C", "H", "C", "H", "O", "H", "C", "H", "N", "H", "H", "H", "H"],
  "positions_angstrom": [[1.41267, 0.92987, 0.57470], [3.42485, 0.25705, 1.04638], [0.77667, 1.14155, 1.51409], [-0.25285, -1.00176, 0.38914], [-1.28662, -1.85949, -1.65829], [2.62848, 0.22822, 0.22330], [3.24786, 0.46972, -0.62444], [-1.20894, -1.47758, 0.61308], [-3.08620, -0.02946, -1.61145], [0.86067, 1.15943, -0.69428], [-0.08523, 1.02082, -0.71805], [-1.92216, -1.47170, -0.80300], [-2.21866, 0.48441, -0.29486], [-2.16029, -0.08198, -1.18018], [-0.97885, -2.51243, 0.88177], [-2.70727, -2.11342, -0.82973], [-1.77646, -0.95656, 1.37115], [2.28256, -0.84567, 0.10260]],
  "atomic_forces_ev_per_a": [[-0.77, 0.27, -5.71], [-1.37, -0.33, -0.59], [-1.01, 0.45, 3.98], [-0.06, 0.15, 0.64], [0.01, 0.02, 1.36], [3.58, -2.40, 2.81], [-0.83, 0.60, -0.72], [0.36, -0.95, -2.68], [0.42, 0.39, 0.03], [0.61, 0.11, -0.22], [-0.78, 0.27, 0.16], [3.84, 1.20, 0.07], [-0.26, -0.67, -1.23], [-1.03, 1.01, 1.30], [-0.17, 0.19, 0.30], [-3.00, -1.47, 0.26], [-0.10, 0.07, 0.11], [0.57, 1.09, 0.15]],
  "lowdin_charge": [-0.615, 0.111, 0.156, 0.034, 0.118, -0.015, 0.081, -0.066, 0.071, 0.029, 0.056, -0.320, 0.083, -0.038, 0.071, 0.052, 0.073, 0.120]
}

=====

{
  "formula": "C4H6S3",
  "method": "ωB97M-V with the def2-TZVPD basis set",
  "smiles": "S=C1[C@H](S)C[C@@H]1S",
  "relative_energy_ev": 1.976,
  "homo_energy_ha": -0.331,
  "e_tot_ha": -1350.47449,
  "homo_lumo_gap_ev": 8.27,
  "e_lumo_ev": -0.75,
  "species": ["S", "S", "H", "H", "H", "S", "C", "C", "H", "H", "C", "H", "C"],
  "positions_angstrom": [[-0.39895, -1.76096, 1.94093], [0.89661, 0.26719, -2.66442], [0.34600, 0.48754, 1.95292], [-0.21338, 1.07485, -2.85642], [0.75993, 1.58861, -0.66222], [2.32638, -1.49832, -0.54670], [-0.85309, 0.41191, 0.00894], [0.03517, -0.24344, 1.11720], [-1.46757, 1.23165, 0.37215], [-1.49774, -0.49672, -0.41005], [0.39924, 0.59573, -0.77174], [-1.48273, -1.21269, 2.55755], [1.15011, -0.44536, -0.03815]],
  "atomic_forces_ev_per_a": [[-0.86, -0.17, 0.28], [-2.68, 1.38, 1.60], [-0.16, -0.82, -1.65], [0.88, -0.49, -0.75], [0.70, 0.81, 0.37], [-1.89, 1.56, 1.34], [-1.87, -3.66, 0.17], [1.85, 0.39, 0.62], [0.09, 0.15, -0.53], [1.06, 2.16, 0.72], [2.28, -0.41, -3.30], [0.40, -0.36, -0.10], [0.20, -0.56, 1.23]],
  "lowdin_charge": [0.731, 0.618, 0.128, -0.137, 0.095, 0.694, -0.181, -0.683, 0.110, 0.160, -0.622, -0.119, -0.792]
}